A structure of composition C26H42O24Rb at a distorted geometry. Source: the Open Molecules 2025 dataset; level of theory: the ωB97M-V functional and the def2-TZVPD basis.

Output
Orbital gap (alpha / beta)   2.26 / 2.25 eV
LUMO energy (alpha / beta)   2.8 / 2.8 eV
⟨S²⟩   0.788
Calculated total energy   -2845.4963 a.u.
Total charge   -2
2S+1   2

Last column: Löwdin charge in e.
Element x y z (Å)
Rb 3.412 -1.065 3.909  0.803
O 3.132 -0.040 1.183  -0.504
C 2.160 0.106 0.178  -0.438
C 1.201 1.422 0.223  -0.481
O 1.677 2.723 0.138  -0.375
H 1.454 -0.716 0.063  0.035
H 2.585 0.132 -0.825  0.047
H 0.440 1.479 1.002  0.035
H 0.469 1.257 -0.568  0.031
C 0.164 1.734 4.375  0.119
C 0.068 3.042 4.888  -0.286
C -0.230 3.196 6.369  -0.378
O -0.448 4.390 6.883  -0.090
C -0.401 2.151 7.221  0.004
C -0.254 0.761 6.741  -0.321
C 0.045 0.584 5.216  -0.314
O 0.253 -0.531 4.714  0.008
O -0.282 -0.319 7.404  -0.040
O 0.244 4.049 4.115  0.087
H 0.363 1.435 3.357  0.123
H -0.597 2.357 8.263  0.103
C -1.344 -1.235 -1.873  -0.043
O -2.613 -1.332 -2.522  -0.018
C -3.005 -0.439 -3.485  -0.564
O -2.300 0.431 -3.836  0.171
O -4.204 -0.936 -3.912  -0.006
C -4.870 -0.203 -4.920  -0.075
H -0.485 -1.026 -2.511  0.079
H -1.100 -2.228 -1.496  0.079
H -1.258 -0.564 -1.019  0.084
H -5.796 -0.718 -5.174  0.087
H -4.336 -0.159 -5.869  0.086
H -5.076 0.838 -4.672  0.096
C 2.997 -1.705 -2.873  0.001
O 1.735 -1.594 -3.565  0.010
C 1.701 -1.265 -4.817  -0.687
O 2.719 -1.148 -5.514  0.069
O 0.525 -0.991 -5.184  0.035
C 0.270 -0.650 -6.566  -0.002
H 3.555 -2.341 -3.560  0.092
H 2.833 -2.159 -1.896  0.061
H 3.515 -0.772 -2.647  0.103
H -0.722 -0.263 -6.796  0.091
H 0.513 -1.532 -7.159  0.092
H 0.990 0.112 -6.865  0.095
C 0.030 -5.975 4.456  -0.064
O -0.461 -5.257 3.369  -0.015
C -0.651 -3.909 3.311  -0.506
O -0.632 -3.147 4.306  0.102
O -0.950 -3.621 2.044  0.014
C -1.069 -2.266 1.706  -0.043
H 1.095 -6.207 4.478  0.051
H -0.428 -6.961 4.383  0.093
H -0.292 -5.537 5.401  0.101
H -1.027 -2.204 0.619  0.061
H -0.427 -1.574 2.251  0.103
H -2.049 -1.834 1.909  0.098
C 2.072 -3.823 -0.056  -0.044
O 2.170 -4.858 0.872  0.025
C 2.895 -4.738 1.954  -0.698
O 3.779 -3.902 2.085  0.081
O 2.612 -5.712 2.666  0.039
C 3.386 -6.129 3.863  0.018
H 1.738 -4.439 -0.892  0.102
H 2.982 -3.258 -0.255  0.092
H 1.264 -3.097 0.033  0.081
H 3.157 -5.499 4.722  0.095
H 4.455 -5.969 3.723  0.093
H 3.165 -7.188 3.994  0.098
C -2.399 2.128 1.466  -0.048
O -3.693 2.685 1.390  -0.012
C -3.784 4.039 1.312  -0.570
O -2.863 4.780 0.987  0.121
O -4.977 4.477 1.665  -0.013
C -5.517 5.753 1.378  -0.048
H -1.840 2.484 2.331  0.091
H -1.732 2.430 0.660  0.092
H -2.513 1.045 1.409  0.089
H -5.124 6.156 0.445  0.095
H -5.168 6.403 2.181  0.093
H -6.605 5.714 1.421  0.086
C 2.761 5.875 -5.904  -0.053
O 1.796 4.875 -5.644  0.019
C 1.630 4.462 -4.442  -0.586
O 2.181 4.850 -3.381  0.088
O 0.745 3.425 -4.441  -0.038
C 0.431 2.808 -3.181  -0.026
H 2.634 6.721 -5.229  0.094
H 2.574 6.300 -6.890  0.083
H 3.803 5.555 -5.904  0.097
H 0.147 3.592 -2.479  0.104
H 1.306 2.246 -2.856  0.094
H -0.310 2.027 -3.351  0.069

A structure of composition C26H43HfN3O3P at a distorted geometry. Source: the Open Molecules 2025 dataset; level of theory: the ωB97M-V functional and the def2-TZVPD basis.

Output
Orbital gap   6.93 eV
LUMO energy   -9.4 eV
Relative energy (zero: lowest compared OMol25 entry of this formula, charge and spin)   24.5 kcal per mole
Calculated total energy   -1794.8966 a.u.
Total charge   +3

Last column: Löwdin charge in e.
Element x y z (Å)
C 0.384 -1.459 -2.001  -0.271
N 0.353 -1.977 -0.754  -0.019
C -0.105 -3.231 -0.532  -0.223
C -0.078 -4.177 -1.566  0.046
C 0.225 -3.718 -2.856  0.034
C 0.357 -2.337 -3.088  0.028
Hf 0.097 -0.367 0.781  1.609
C -1.030 1.592 0.672  -0.304
O -1.867 2.327 1.053  0.077
C -0.669 -3.436 0.853  -0.074
N -0.197 -2.354 1.809  -0.284
C 1.059 -2.842 2.480  -0.208
C 2.258 -2.937 1.554  -0.054
C 0.635 0.041 -1.945  -0.150
P -0.583 1.467 -1.638  1.160
C -2.004 1.499 -2.816  -0.655
C -1.730 2.341 -4.072  -0.072
C 0.577 2.931 -1.741  -0.674
C -0.240 4.192 -1.435  -0.058
C 1.688 2.823 -0.682  -0.089
C 1.253 3.041 -3.118  -0.062
C -2.371 0.077 -3.263  -0.063
C -3.203 2.128 -2.077  -0.055
C -1.219 -1.991 2.834  -0.227
C -2.038 -3.194 3.316  -0.033
H -0.289 -5.230 -1.329  0.148
H 0.316 -4.420 -3.696  0.146
H 0.417 -1.906 -4.098  0.141
H 1.548 0.376 -2.483  0.114
H 2.246 3.774 -0.684  0.114
H 1.277 2.682 0.323  0.057
H 2.417 2.032 -0.906  0.083
H 1.927 3.910 -3.093  0.112
H 1.858 2.155 -3.346  0.078
H 0.536 3.207 -3.928  0.067
H 0.450 5.047 -1.442  0.112
H -1.014 4.391 -2.183  0.080
H -0.705 4.130 -0.447  0.081
H -2.639 2.302 -4.691  0.112
H -1.554 3.399 -3.836  0.080
H -0.907 1.936 -4.676  0.094
H -1.597 -0.354 -3.911  0.082
H -2.544 -0.590 -2.412  0.055
H -3.309 0.151 -3.837  0.119
H -2.961 3.099 -1.624  0.089
H -3.989 2.295 -2.827  0.112
H -3.594 1.456 -1.306  0.071
H -1.777 -3.455 0.794  0.137
H -0.358 -4.415 1.266  0.152
H 1.266 -2.172 3.327  0.123
H 0.798 -3.822 2.901  0.136
H -1.889 -1.222 2.407  0.105
H -0.690 -1.526 3.676  0.123
H -1.440 -4.114 3.384  0.096
H -2.419 -2.969 4.320  0.106
H -2.905 -3.362 2.662  0.092
H 3.084 -3.370 2.131  0.110
H 2.082 -3.602 0.702  0.086
H 2.602 -1.963 1.178  0.058
C -3.131 -0.756 0.083  -0.127
H -3.204 -1.807 0.412  0.080
H -3.639 -0.673 -0.887  0.076
H -3.627 -0.096 0.822  0.109
O -1.773 -0.374 -0.096  -0.515
H 0.984 0.153 -0.776  0.019
O 1.464 0.369 1.924  -0.289
N 2.288 0.877 2.888  -0.108
C 1.697 1.406 3.982  0.039
C 2.504 1.819 5.033  0.025
C 3.890 1.706 4.936  0.030
C 4.449 1.180 3.770  0.026
C 3.625 0.770 2.729  0.038
H 0.609 1.449 3.976  0.156
H 2.022 2.237 5.916  0.144
H 4.528 2.018 5.764  0.147
H 5.526 1.077 3.648  0.144
H 3.993 0.354 1.792  0.156

The lowest calculated total energy belongs to which entry?
C26H42O24Rb